Molecular formula: C24H25N8O4PSeV
Method: DFT, ωB97M-V with the def2-TZVPD basis set

```
64
C24H25N8O4PSeV | the OMol25 dataset | ωB97M-V with the def2-TZVPD basis set
V 1.25570 0.08475 0.55048
C 0.20281 3.87089 1.45896
C -0.34207 3.67740 2.73717
C -0.01531 2.56143 3.46096
C 0.81898 1.58009 2.90321
N 1.28044 1.74829 1.63959
C 1.00883 2.89227 0.95405
N 1.20894 0.52485 3.73065
C 1.75858 -0.56205 3.30048
N 1.92154 -0.91937 1.98884
C 2.51271 -2.15471 1.84334
N 2.78384 -2.74056 0.73149
C 2.60957 -2.15026 -0.52136
C 2.64605 -2.99058 -1.64394
C 2.63578 -2.45070 -2.90322
C 2.65128 -1.05725 -3.07226
C 2.59881 -0.27807 -1.95205
N 2.52208 -0.80962 -0.70165
C 2.77795 -2.64454 3.21641
C 3.37335 -3.80432 3.66369
C 3.52113 -3.95652 5.04012
C 3.07918 -2.97823 5.92679
C 2.46485 -1.81536 5.46988
C 2.32444 -1.66894 4.10625
H 0.00821 4.76813 0.89026
H -1.00252 4.42091 3.16235
H -0.37952 2.39708 4.46434
H 1.48033 2.98242 -0.01753
H 2.68627 -4.05574 -1.47041
H 2.64555 -3.10078 -3.76793
H 2.72254 -0.60586 -4.05093
H 2.62754 0.80387 -2.00355
H 3.70969 -4.56173 2.96974
H 3.99370 -4.84799 5.42926
H 3.22084 -3.12400 6.98882
H 2.11058 -1.05510 6.15192
O -0.65655 -2.67005 1.07337
Se -1.32915 -1.23511 1.42630
O -2.77303 -1.04550 0.64075
O -0.40998 -0.16956 0.09701
O -2.65336 1.53545 0.18002
C -3.73558 2.41870 -3.18772
N -3.69565 1.61736 -1.89700
C -3.89441 0.12617 -2.22072
N -2.95811 -0.30107 -3.19829
C -3.02162 0.52700 -4.39405
N -2.76552 1.93772 -4.10139
C -1.38940 2.14083 -3.62136
P -0.90513 1.19755 -2.06700
C -2.40760 1.87692 -1.11587
C -1.60246 -0.42256 -2.65488
H -3.55440 3.46218 -2.92767
H -4.74153 2.31160 -3.59599
H -4.45035 1.90736 -1.27090
H -4.91781 0.03841 -2.58867
H -3.77600 -0.43154 -1.29011
H -4.01669 0.43828 -4.83447
H -2.28544 0.17301 -5.11344
H -1.21879 3.21040 -3.47663
H -0.71558 1.81414 -4.41675
H -2.28239 2.96637 -1.14353
H -2.71960 0.53773 0.30592
H -1.60038 -1.14273 -1.83809
H -0.94615 -0.79913 -3.44309
```

- energy (eV) = -145722.074
- total charge = +1
- energy above the lowest of the compared OMol25 structures with the same formula, charge and spin (eV) = 2.656
- gap between HOMO and LUMO (spin up / spin down) (eV) = 7.44 / 7.73
- spin multiplicity = 3
- molar mass (u) = 650.39

Okay, here come the natural (NBO) numbers, in e, for every atom: 1.505 -0.253 -0.115 -0.218 0.394 -0.583 0.046 -0.496 0.469 -0.708 0.507 -0.471 0.398 -0.211 -0.122 -0.262 0.054 -0.585 -0.098 -0.147 -0.182 -0.182 -0.180 -0.021 0.236 0.236 0.251 0.210 0.254 0.237 0.238 0.209 0.238 0.228 0.228 0.237 -1.009 1.908 -1.100 -1.058 -0.742 -0.053 -0.420 -0.071 -0.439 -0.069 -0.439 -0.545 0.755 0.020 -0.530 0.216 0.220 0.438 0.214 0.273 0.210 0.215 0.225 0.233 0.187 0.518 0.275 0.228


Molecular formula: C4H11NO2Si
Method: DFT, ωB97M-V with the def2-TZVPD basis set

```
19
C4H11NO2Si | the OMol25 dataset | ωB97M-V with the def2-TZVPD basis set
C 3.03789 -0.12681 -0.21677
C -1.04152 2.36073 0.91991
C -0.70710 -2.20937 1.45976
C -0.86938 0.00751 -2.09422
N 2.21330 0.41889 0.51926
O -1.31790 0.99938 0.73333
O -0.93871 -1.56976 0.23242
Si -0.59286 -0.07214 -0.23136
H 4.10499 -0.07714 0.03024
H 2.85771 -0.69275 -1.14029
H -0.25941 2.47036 1.67237
H -1.95744 2.84526 1.26188
H -0.70078 2.82944 -0.00417
H -0.46429 -1.49613 2.24519
H 0.12736 -2.90233 1.33657
H -1.60452 -2.76499 1.73275
H -1.89314 -0.26912 -2.33549
H -0.68666 1.00411 -2.48050
H -0.21005 -0.68155 -2.61143
```

- energy (eV) = -17787.752
- energy above the lowest of the compared OMol25 structures with the same formula, charge and spin (eV) = 1.440
- gap between HOMO and LUMO (spin up / spin down) (eV) = 7.64 / 6.97
- spin multiplicity = 1
- molar mass (u) = 133.22

Okay, here come the natural (NBO) numbers, in e, for every atom: -0.161 -0.235 -0.233 -1.163 -0.589 -0.920 -0.919 2.090 0.135 0.128 0.197 0.185 0.172 0.184 0.185 0.184 0.253 0.248 0.258


Molecular formula: C6H9N
Method: DFT, ωB97M-V with the def2-TZVPD basis set

```
16
C6H9N | the OMol25 dataset | ωB97M-V with the def2-TZVPD basis set
C -0.57923 1.71490 0.01766
C -0.57057 0.23261 -0.19908
C 0.50426 -0.38138 -1.06290
C 1.84110 -0.39568 -0.45016
C 2.93151 -0.38159 0.05915
C -1.04733 -1.38316 1.02911
N -1.63923 -0.48854 0.18850
H 0.29718 2.19912 -0.41819
H -0.60179 1.96149 1.08669
H -1.47677 2.17346 -0.42702
H 0.56936 0.19248 -2.00254
H 0.20835 -1.40620 -1.30917
H 3.89120 -0.37818 0.52801
H -1.26550 -2.44341 0.95918
H -0.45131 -1.02744 1.85841
H -2.61122 -0.18849 0.14237
```

- energy (eV) = -7852.953
- energy above the lowest of the compared OMol25 structures with the same formula, charge and spin (eV) = 5.206
- gap between HOMO and LUMO (spin up / spin down) (eV) = 8.19 / 8.19
- spin multiplicity = 1
- molar mass (u) = 95.14

Okay, here come the natural (NBO) numbers, in e, for every atom: -0.678 0.244 -0.520 0.022 -0.272 -0.329 -0.554 0.225 0.228 0.217 0.220 0.252 0.237 0.169 0.174 0.364


Molecular formula: C24H70O13S11
Method: DFT, ωB97M-V with the def2-TZVPD basis set

```
118
C24H70O13S11 | the OMol25 dataset | ωB97M-V with the def2-TZVPD basis set
O -9.83661 23.54151 32.44157
C -9.32435 24.62481 31.65665
C -9.94052 26.10643 31.79712
O -10.35015 26.64666 33.01794
H -9.40525 24.40915 30.59126
H -8.25403 24.79533 31.77259
H -10.79935 26.23057 31.13750
H -9.25088 26.74601 31.24628
C -10.45031 25.99021 28.37714
S -8.70714 25.83628 27.63891
O -8.66318 26.69900 26.39288
C -7.83067 26.88988 28.89800
H -10.61654 27.02579 28.67385
H -10.52893 25.31317 29.22774
H -11.25311 25.60749 27.74695
H -6.80127 26.53152 28.90057
H -8.24725 26.78792 29.90008
H -7.85573 27.95652 28.67490
C -9.11805 21.80833 30.81496
S -9.36631 20.99031 29.19841
O -8.04727 20.27238 28.83579
C -9.35744 22.60788 28.26923
H -9.29691 20.97071 31.48912
H -9.83898 22.57802 31.09055
H -8.09011 22.11944 31.00111
H -8.60296 23.27494 28.68623
H -10.33402 23.04501 28.47733
H -9.20143 22.39431 27.21180
C -7.58723 26.69818 33.40744
S -5.85410 26.79092 32.78599
O -5.17880 27.55488 33.91682
C -5.57200 24.97520 33.11681
H -7.60130 26.61607 34.49425
H -8.17060 25.84189 33.06899
H -8.09949 27.61818 33.12590
H -5.97239 24.63528 34.07193
H -4.51290 24.72668 33.04866
H -6.06623 24.45756 32.29469
C -12.84466 27.02753 32.22422
S -13.78507 26.32440 33.65655
O -12.71279 25.77530 34.53036
C -14.34058 27.88515 34.43129
H -13.42700 27.54312 31.46058
H -12.46417 26.17837 31.65656
H -11.96370 27.60519 32.50404
H -15.31254 28.25911 34.10950
H -13.49675 28.57303 34.48468
H -14.44420 27.57480 35.47102
C -13.89056 22.67965 31.46167
S -13.27283 24.43208 31.24367
O -12.62151 24.74525 32.59080
C -11.95273 24.05584 30.03011
H -13.74747 22.12474 30.53447
H -14.93751 22.53102 31.72607
H -13.29327 22.24686 32.26418
H -11.44471 24.94524 29.65730
H -12.34798 23.46775 29.20185
H -11.25365 23.53093 30.68117
C -7.67286 23.15205 33.40634
S -6.38691 22.26967 34.43121
O -5.50044 23.38811 35.00248
C -7.46615 21.52940 35.75440
H -8.31878 22.38786 32.97402
H -7.27851 23.71891 32.56298
H -8.24736 23.85304 34.01186
H -6.85344 20.71667 36.14449
H -8.28716 21.01702 35.25290
H -7.80935 22.12752 36.59855
C -8.27782 28.62738 30.79784
S -6.56739 28.39206 30.18413
O -6.31628 29.06589 28.82683
C -5.78042 29.44487 31.49210
H -8.22179 28.22483 31.80923
H -8.97523 28.06192 30.17979
H -8.56941 29.67723 30.82764
H -6.02692 30.48559 31.28177
H -4.69206 29.38914 31.51387
H -6.05133 29.16580 32.51035
C -11.53337 27.96846 30.64829
S -11.17681 29.67251 30.19100
O -9.67409 29.88160 30.46095
C -11.33922 29.21486 28.35183
H -11.42205 27.88442 31.72933
H -10.80421 27.26005 30.25512
H -12.53111 27.54505 30.53285
H -11.24533 30.15737 27.81242
H -12.26058 28.66439 28.16162
H -10.47452 28.62442 28.04889
C -8.99378 27.74768 34.68631
S -10.76987 27.54836 35.24433
O -11.05153 26.01207 35.40463
C -10.74008 28.29524 36.92057
H -8.32476 26.97783 35.07082
H -8.66532 28.69557 35.11260
H -8.93361 27.78616 33.59865
H -11.71665 28.21772 37.39848
H -10.48066 29.34910 36.81970
H -10.03581 27.81835 37.60224
C -12.44096 20.50456 33.64482
S -11.51107 21.78067 32.64502
O -11.94558 23.15809 33.18916
C -9.79520 21.38697 33.15782
H -13.48052 20.67647 33.36578
H -12.29182 20.59242 34.72099
H -12.16100 19.52436 33.25890
H -9.60952 21.77035 34.16113
H -9.08796 22.05052 32.66021
H -9.54926 20.32511 33.16687
C -5.68045 22.69799 28.83067
S -5.60857 24.42627 29.46629
O -5.69823 25.40187 28.31901
C -7.20191 24.52615 30.33710
H -5.20447 21.95099 29.46592
H -5.29252 22.60579 27.81622
H -6.70250 22.31967 28.81069
H -7.40561 25.55210 30.64373
H -7.27622 23.84412 31.18410
H -8.00084 24.26687 29.64241
```

- energy (eV) = -171782.413
- total charge = -2
- energy above the lowest of the compared OMol25 structures with the same formula, charge and spin (eV) = 31.516
- gap between HOMO and LUMO (eV) = 4.95
- spin multiplicity = 1
- molar mass (u) = 919.55

Mulliken population analysis, charges in e, atoms 1 to 99: -1.531 0.237 1.428 -0.522 -0.379 0.093 -0.804 -0.737 -0.337 0.353 -0.773 -1.835 -0.913 -0.355 0.786 0.002 -0.835 1.695 0.202 0.260 -0.676 0.132 0.462 -0.544 0.222 0.011 0.145 0.506 -0.905 0.527 -0.830 -1.020 0.603 0.174 -0.247 0.385 0.546 0.840 0.285 0.288 -0.431 -1.094 0.639 -0.736 0.899 0.275 0.250 0.394 -0.967 0.073 -0.375 0.313 0.396 0.447 -0.076 -0.660 0.738 0.382 1.267 0.348 -0.664 -0.808 -0.801 -0.448 0.681 0.425 0.284 0.319 0.734 0.759 -0.709 -1.108 0.793 -1.735 0.843 0.348 0.386 0.369 0.942 -0.093 -0.384 -0.741 -1.028 -0.113 0.248 0.486 0.272 0.206 -1.038 0.893 -0.539 -1.240 0.113 0.324 1.167 0.353 0.365 0.305 -1.086


Molecular formula: C5H4O2
Method: DFT, ωB97M-V with the def2-TZVPD basis set

```
11
C5H4O2 | the OMol25 dataset | ωB97M-V with the def2-TZVPD basis set
O 0.82521 3.21928 -0.70027
C 0.39229 2.19044 -0.39616
C 0.16050 1.01757 0.00883
C -0.83433 0.02023 0.63301
C -0.16825 -1.32413 0.12330
C 0.99729 -0.57927 -0.47663
O 1.87182 -0.67188 -1.28556
H -0.82544 0.03514 1.66551
H -1.86062 0.19322 0.32862
H -0.54723 -1.99651 -0.75083
H -0.01126 -2.10408 0.85018
```

- energy (eV) = -9341.508
- energy above the lowest of the compared OMol25 structures with the same formula, charge and spin (eV) = 2.674
- structure (SMILES) = O=C=C1CCC1=O
- gap between HOMO and LUMO (eV) = 8.91
- spin multiplicity = 1
- molar mass (u) = 96.08

Okay, here come the natural (NBO) numbers, in e, for every atom: -0.460 0.670 -0.501 -0.367 -0.537 0.713 -0.467 0.213 0.222 0.262 0.253


Molecular formula: C5H6O2
Method: DFT, ωB97M-V with the def2-TZVPD basis set

```
13
C5H6O2 | the OMol25 dataset | ωB97M-V with the def2-TZVPD basis set
C 0.51379 0.97934 -1.37040
C 0.54976 -0.19081 -0.39598
O 1.23938 0.18468 0.85970
C 0.43969 -0.04601 1.94519
O -1.03059 0.47957 1.44942
C -0.68999 -0.94748 1.51072
C -0.76618 -0.69721 0.09093
H 1.53594 1.31399 -1.58411
H 0.03826 0.69218 -2.31850
H -0.04312 1.81270 -0.92672
H 1.12810 -1.03571 -0.80446
H -1.31062 -1.61122 2.11077
H -1.60440 -0.93403 -0.56658
```

- energy (eV) = -9371.654
- energy above the lowest of the compared OMol25 structures with the same formula, charge and spin (eV) = 5.442
- gap between HOMO and LUMO (spin up / spin down) (eV) = 8.53 / 8.53
- spin multiplicity = 1
- molar mass (u) = 98.10

Okay, here come the natural (NBO) numbers, in e, for every atom: -0.627 0.011 -0.520 0.246 -0.418 -0.116 0.075 0.232 0.213 0.230 0.217 0.221 0.236